[1]
A cluster of 2 separate species, C9H14O in total, computed with ωB97M-V/def2-TZVPD.

Positions of all 24 atoms, in Å:
H1 1.51678 3.59284 0.54930
C1 -0.54830 1.57466 0.77718
C2 0.25387 -0.62349 1.49758
C3 1.15414 -0.55808 0.48055
C4 -0.73838 0.42472 1.59932
H2 -0.65347 -1.70086 -1.02235
H3 -2.31447 -3.16175 -2.41238
H4 0.18594 -1.81035 -2.66780
C5 0.64694 1.66177 0.05018
H5 -2.17060 -1.81555 -3.70041
C6 1.25992 2.96804 -0.40172
H6 -0.84456 -1.81342 2.21754
C7 1.40326 0.55860 -0.31529
C8 -0.76492 -1.43590 -2.13253
H7 1.72043 -1.41122 0.12694
H8 -0.78728 -0.36691 -2.32601
H9 1.99030 0.61139 -1.16234
O1 0.09504 -1.82591 2.21519
H10 1.90459 2.65961 -1.23317
H11 -1.61665 0.30705 2.30906
H12 -2.82174 -1.42113 -2.13732
H13 -1.42709 2.29052 0.77847
H14 0.45758 3.52842 -0.92023
C9 -1.98321 -2.05055 -2.57540

Lowest unoccupied orbital energy in eV: 0.8
Energy above the lowest of the compared OMol25 structures with the same formula, charge and spin in eV: 2.516
Highest occupied orbital energy in eV: -8.4
SMILES: Cc1ccc(O)cc1.CC
HOMO-LUMO gap in eV: 9.2166

[2]
The ion C6H11N4 with charge +1, computed with ωB97M-V/def2-TZVPD.

Positions of all 21 atoms, in Å:
N1 -1.69149 1.58830 0.65664
N2 -0.32717 -0.77939 -0.33183
H1 -0.81579 0.64578 -1.98891
H2 1.92077 0.39677 0.48339
H3 0.41019 3.22451 0.80711
N3 0.56235 -3.25796 1.90387
H4 2.66021 -0.76338 -0.66110
H5 -1.94689 -1.31220 -1.38286
H6 -1.69738 -2.34683 0.11940
C1 2.00733 -0.76328 0.25347
H7 2.60421 -1.42423 0.87820
H8 -2.37210 -0.64935 0.09030
C2 -1.68946 -1.32893 -0.35625
C3 0.41092 -2.42608 1.15217
C4 -0.62596 1.66133 -0.04409
C5 0.66782 -1.35444 0.25338
H9 1.05011 2.72431 -0.71692
H10 -1.93832 2.38911 1.26671
N4 0.39453 2.57433 0.03677
C6 -0.27189 0.48324 -1.01592
H11 0.68802 0.71838 -1.40353

Lowest unoccupied orbital energy in eV: -5.5
Charge: +1
Energy above the lowest of the compared OMol25 structures with the same formula, charge and spin in eV: 2.370
Highest occupied orbital energy in eV: -13.6
SMILES: [H]/N=C(\N)C/[N+](C)=C(\C)C#N
HOMO-LUMO gap in eV: 8.0967

[3]
A cluster of 2 separate species, C4H8O2 in total, computed with ωB97M-V/def2-TZVPD.

Positions of all 14 atoms, in Å:
H1 -3.73060 0.43529 0.14019
C1 0.57853 -1.19443 -0.10195
O1 2.09602 0.57552 0.35376
C2 1.98391 -0.59788 -0.22046
C3 -0.28518 1.11315 0.29396
H2 2.22248 -0.65136 -1.30160
C4 -0.40702 -0.31373 0.07509
H3 0.39722 -2.24678 -0.27926
H4 0.03785 1.67399 -0.59191
H5 2.66572 -1.30978 0.29395
H6 0.15554 1.44758 1.22762
H7 -1.39563 1.40664 0.32928
O2 -2.83151 0.23197 -0.14237
H8 -1.48734 -0.57019 -0.07631

Lowest unoccupied orbital energy in eV: -4.1
Energy above the lowest of the compared OMol25 structures with the same formula, charge and spin in eV: 9.144
Highest occupied orbital energy in eV: -8.9
HOMO-LUMO gap in eV: 4.8007

[4]
A cluster of 15 separate species, C4H36NO16 in total, computed with ωB97M-V/def2-TZVPD.

Positions of all 57 atoms, in Å:
H1 -3.55249 0.98733 -1.70522
H2 1.97968 -1.09631 2.31767
C1 -0.60979 0.11440 -0.83179
O1 -1.42502 1.82781 0.71465
C2 0.81328 -0.61112 -0.93685
O2 -1.12237 -3.71715 0.03081
O3 2.23603 -3.43213 1.72185
O4 1.81405 -4.04070 -1.87286
O5 -1.23090 4.28354 0.02036
H3 1.83141 -3.72358 0.87723
O6 -3.85358 0.18750 -2.18348
O7 1.69877 2.61691 1.30272
H4 0.43053 -1.61887 1.62802
O8 4.51485 1.47719 0.74856
H5 -1.22024 3.41635 0.49383
H6 -1.80525 2.04660 -0.19927
H7 0.50181 -1.65919 -1.09386
O9 -3.14385 2.66844 -1.25965
H8 -1.46585 -2.82429 0.21095
H9 2.08935 0.57121 0.21750
H10 2.16135 -3.16695 -2.09508
H11 0.83632 2.20878 1.47415
H12 4.42163 0.61611 1.17960
H13 -3.10094 -1.37345 2.29039
H14 0.85631 -3.96590 -1.79310
H15 2.12589 0.62427 -1.92654
H16 -1.81777 -4.11325 -0.51728
O10 -3.54822 -2.23681 2.19664
O11 -0.85711 0.94178 -1.73482
H17 4.59845 1.93941 -1.35627
H18 2.14895 2.44157 2.14344
O12 3.85393 2.17647 -1.93124
H19 -3.12489 -0.43440 -2.13154
H20 -2.89790 3.41173 -0.67606
H21 -3.03151 -0.23921 0.13417
H22 -1.34266 -3.50670 2.25803
N1 1.47410 -0.10552 -2.13908
H23 -0.60262 -2.55613 3.09292
H24 3.87842 1.98134 1.26889
H25 -2.60206 2.78929 -2.05366
H26 0.56243 -0.04972 2.12942
C3 1.73488 -0.49042 0.24667
H27 -1.67636 1.13356 1.32068
O13 -3.74298 -0.01392 0.79290
H28 -4.33454 0.63286 0.40304
H29 0.07764 2.92851 -1.93204
H30 -4.20754 -1.83786 1.60347
C4 1.18776 -0.81233 1.62073
H31 1.41106 2.95175 -1.20630
O14 -1.44318 -0.69063 -0.28591
H32 3.88772 1.31786 -2.39249
H33 1.34567 -3.45198 2.12599
H34 0.78501 0.20530 -2.80245
O15 0.84955 3.49190 -1.77930
O16 -0.50558 -3.45201 2.74357
H35 -0.48432 4.35102 -0.60483
H36 2.64270 -1.12025 0.13212

Lowest unoccupied orbital energy in eV: 2.3
Charge: -1
Energy above the lowest of the compared OMol25 structures with the same formula, charge and spin in eV: 3.140
Highest occupied orbital energy in eV: -5.9
HOMO-LUMO gap in eV: 8.2254

[5]
A cluster of 2 separate species, C2HNO2 in total, computed with ωB97M-V/def2-TZVPD.

Positions of all 6 atoms, in Å:
O1 -0.07308 -0.67660 -2.20942
C1 0.43952 -1.22389 -1.40986
N1 -1.68566 0.48970 0.64794
C2 -0.57581 0.58276 0.82620
H1 1.31022 0.30287 0.81113
O2 0.58481 0.52516 1.33401

Lowest unoccupied orbital energy in eV: 0.3
Energy above the lowest of the compared OMol25 structures with the same formula, charge and spin in eV: 1.634
Highest occupied orbital energy in eV: -11.4
HOMO-LUMO gap in eV: 11.7470

[6]
A structure of composition C16H17CaN3O7S4Se, computed with ωB97M-V/def2-TZVPD.

Positions of all 49 atoms, in Å:
C1 -3.90516 2.03135 -3.66817
H1 -0.68291 -3.97821 5.67512
H2 -0.15462 5.52461 -2.59579
N1 -0.16606 3.45577 -2.79198
C2 -3.64374 3.33905 -4.07406
H3 -2.56427 -2.82788 4.68219
S1 -1.49585 -1.44220 -1.20781
H4 3.22933 -0.03247 3.12040
C3 0.28244 -3.75244 3.73568
C4 3.01979 -2.23672 1.25738
H5 -1.59269 -1.34571 4.68655
C5 -1.45776 3.16617 -3.18407
H6 -2.20234 4.94532 -4.15412
S2 -0.63292 -2.94253 -2.29612
C6 2.64195 -1.69451 -0.14798
O1 0.05728 0.08338 2.28961
C7 -0.41005 -3.17504 4.99023
O2 1.21599 -4.53318 3.79976
C8 -1.70635 1.84198 -2.79994
C9 2.42310 -0.22554 2.40649
O3 -2.09185 -1.97067 2.07150
H7 -4.88481 1.61204 -3.86110
C10 1.10761 0.41376 2.92320
N2 -0.31221 -3.27944 2.60569
H8 0.65423 4.90681 -4.05093
O4 2.20439 -1.62488 2.24553
H9 1.43025 4.70843 -2.46406
O5 1.49140 -1.14216 -0.25609
Se1 2.08316 2.26220 -1.55348
H10 -0.48298 0.41483 -1.77784
C11 -2.41181 3.93277 -3.83305
H11 -4.41405 3.90243 -4.58705
H12 -3.12593 0.24227 -2.70609
C12 -2.94491 1.25834 -3.02843
C13 -1.37851 -2.51749 2.91117
C14 0.39172 2.34709 -2.19955
C15 -1.59370 -2.40301 4.42125
S3 2.56271 -3.37693 -1.32281
C16 0.47715 4.72417 -2.98725
S4 1.35200 -2.59436 -2.76143
H13 2.81865 -3.30519 1.32711
N3 -0.54497 1.37478 -2.21146
H14 4.08399 -2.04128 1.43047
O6 1.18239 1.18018 3.88853
H15 2.67401 0.24480 1.45143
O7 3.72043 -0.96126 -0.67422
H16 0.30217 -2.52058 5.49485
H17 3.33110 -0.38621 -1.34968
Ca1 0.06317 -1.60266 1.13039

Lowest unoccupied orbital energy in eV: 4.2
Charge: -2
Energy above the lowest of the compared OMol25 structures with the same formula, charge and spin in eV: 2.188
Highest occupied orbital energy in eV: -1.7
HOMO-LUMO gap in eV: 5.8478

Which value of energy above the lowest of the compared OMol25 structures with the same formula, charge and spin does entry 2 give? 2.370 eV

What is the HOMO-LUMO gap in the third record? 4.8007 eV

Number 3 is which compound? C4H8O2